ORCA calculation (ωB97M-V/def2-TZVPD) on a molecular structure, C23H21BaNO5STe in a non-equilibrium geometry.

Element x y z (Å)
Ba  1.70  -1.09  0.28
O  2.94  1.84  3.34
C  2.31  1.25  2.50
O  2.20  -0.03  2.30
C  1.50  2.04  1.45
C  1.23  3.39  1.54
C  0.48  3.97  0.53
C  0.01  3.22  -0.54
C  0.31  1.87  -0.56
N  1.03  1.32  0.42
C  -0.17  0.91  -1.67
O  -0.93  1.34  -2.52
O  0.32  -0.29  -1.55
H  1.61  3.96  2.38
H  0.25  5.03  0.57
H  -0.59  3.63  -1.34
Te  -0.84  -0.69  2.18
C  -2.17  -1.96  3.17
C  -2.93  -1.52  4.25
C  -3.85  -2.37  4.85
C  -4.02  -3.67  4.38
C  -3.26  -4.12  3.31
C  -2.34  -3.27  2.71
C  -2.30  -0.19  0.73
C  -2.61  -1.11  -0.28
C  -3.58  -0.82  -1.22
C  -4.25  0.40  -1.17
C  -3.95  1.32  -0.18
C  -2.98  1.02  0.77
H  -2.82  -0.51  4.62
H  -4.44  -2.01  5.68
H  -4.74  -4.33  4.85
H  -3.39  -5.13  2.94
H  -1.75  -3.64  1.88
H  -2.07  -2.05  -0.35
H  -3.80  -1.53  -2.01
H  -5.00  0.63  -1.92
H  -4.47  2.27  -0.14
H  -2.75  1.75  1.54
O  3.55  -0.69  -1.03
S  3.13  0.20  -2.24
C  4.61  1.09  -2.70
C  5.42  0.15  -3.60
C  4.38  -0.43  -4.55
C  3.20  -0.89  -3.68
H  5.07  1.40  -1.77
H  4.28  1.98  -3.25
H  5.87  -0.64  -2.99
H  6.22  0.68  -4.11
H  4.75  -1.26  -5.15
H  4.04  0.34  -5.25
H  3.38  -1.87  -3.23
H  2.22  -0.89  -4.15

Results
E_LUMO (eV): -0.1
Net charge: 0
Kohn-Sham gap (eV): 8.12
E_HOMO (Ha): -0.30256
Energy (hartree): -2011.77831
Energy above the lowest of the compared OMol25 structures with the same formula, charge and spin (kcal per mole): 14.9

---

ORCA calculation (ωB97M-V/def2-TZVPD) on a gas-phase ion, C3H7ClN3 (charge +1) in a non-equilibrium geometry.

Element x y z (Å)
C  1.17  -0.12  -0.51
N  -0.14  0.36  -0.30
C  -0.71  1.57  -0.39
N  -1.87  1.71  0.09
N  -2.23  0.10  0.74
Cl  -3.53  -0.41  -0.35
C  -0.92  -0.53  0.55
H  1.82  0.10  0.35
H  1.09  -1.17  -0.67
H  1.63  0.22  -1.34
H  -0.44  2.39  -1.00
H  -2.59  0.14  1.64
H  -1.05  -1.54  0.12
H  -0.26  -0.50  1.47

Results
E_LUMO (eV): -4.7
Net charge: +1
SMILES string: CN1C=N[N@@H+](Cl)C1
Kohn-Sham gap (eV): 9.53
E_HOMO (Ha): -0.52494
Energy (hartree): -742.57978
Energy above the lowest of the compared OMol25 structures with the same formula, charge and spin (kcal per mole): 94.9

---

ORCA calculation (ωB97M-V/def2-TZVPD) on a molecular structure, C19H29F6IrN6O2P in a non-equilibrium geometry.

Element x y z (Å)
Ir  0.66  -1.73  1.10
N  -0.10  -5.64  -1.36
C  0.21  -4.84  -0.11
C  -0.86  -5.14  0.92
C  -0.51  -4.58  2.30
N  -0.61  -3.08  2.28
C  0.85  -5.05  2.78
C  1.93  -4.60  1.76
N  1.95  -3.19  1.84
C  1.62  -5.17  0.37
H  -1.03  -5.42  -1.72
H  -0.09  -6.65  -1.16
H  0.57  -5.48  -2.12
H  0.17  -3.79  -0.43
H  -0.94  -6.23  1.05
H  -1.84  -4.78  0.60
H  -1.28  -4.92  3.00
H  -0.75  -2.77  3.24
H  -1.54  -2.91  1.85
H  0.88  -6.13  2.89
H  1.07  -4.63  3.76
H  2.90  -4.98  2.08
H  2.90  -1.84  0.44
H  2.62  -2.91  2.56
H  1.72  -6.25  0.47
H  2.37  -4.84  -0.35
F  -1.69  -1.22  0.95
P  -3.54  -1.40  0.97
F  -3.42  -0.99  2.49
F  -3.33  -1.88  -0.54
F  -5.07  -1.64  0.99
F  -3.58  0.11  0.51
F  -3.19  -2.96  1.42
C  2.97  7.03  -3.59
C  1.88  6.55  -2.71
C  2.14  5.62  -1.66
C  1.15  5.17  -0.84
C  -0.18  5.66  -1.03
N  -1.21  5.34  -0.23
C  -1.24  4.64  1.02
O  -1.84  5.13  1.92
N  -0.55  3.44  1.15
C  -0.47  2.35  0.27
C  -0.95  2.32  -1.04
C  -0.86  1.15  -1.76
C  -0.35  0.01  -1.17
N  0.08  0.03  0.09
C  0.07  1.17  0.78
C  -0.45  6.58  -2.09
C  0.55  7.01  -2.90
H  3.96  6.77  -3.22
H  2.90  8.11  -3.73
H  2.85  6.60  -4.59
H  3.16  5.29  -1.50
H  1.36  4.51  -0.02
H  -2.04  5.92  -0.30
H  -0.57  3.18  2.13
H  -1.42  3.18  -1.48
H  -1.23  1.10  -2.78
H  -0.34  -0.94  -1.69
H  0.43  1.14  1.80
H  -1.46  6.95  -2.23
H  0.35  7.71  -3.70
O  2.26  -1.13  0.30

Results
E_LUMO (spin up / spin down) (eV): -8.6 / -11.3
2S+1: 5
Net charge: +3
⟨S²⟩: 6.03
Kohn-Sham gap (spin up / spin down) (eV): 7.99 / 5.73
E_HOMO (spin up / spin down) (Ha): -0.60814 / -0.62636
Energy (hartree): -2264.46052
Energy above the lowest of the compared OMol25 structures with the same formula, charge and spin (kcal per mole): 58.7

---

ORCA calculation (ωB97M-V/def2-TZVPD) on 6 unconnected molecules or ions with the total composition C5H20N2O6 in a non-equilibrium geometry.

Element x y z (Å)
N  -0.09  -0.30  0.19
C  0.03  -0.57  -1.25
C  0.46  0.66  -2.05
C  0.60  1.79  -0.94
C  -0.11  1.18  0.34
C  -1.51  1.74  0.42
N  -2.75  1.03  0.43
O  -1.51  2.96  0.30
H  0.70  -0.72  0.72
H  -1.05  -0.85  -1.52
H  0.67  -1.43  -1.56
H  -0.41  0.85  -2.62
H  1.45  0.66  -2.65
H  1.66  1.97  -0.90
H  0.17  2.78  -1.23
H  0.55  1.38  1.20
H  -2.73  0.05  0.80
H  -3.60  1.51  0.21
H  3.74  -2.57  0.63
H  3.95  -1.25  1.08
O  3.48  -2.03  1.45
H  1.71  -2.87  1.85
H  1.22  -1.94  2.86
O  0.95  -2.34  2.04
H  -2.79  2.17  -1.62
H  -2.30  1.00  -2.13
O  -2.97  1.54  -2.37
H  4.31  -0.84  -1.89
H  3.98  -1.85  -2.96
O  3.69  -1.50  -2.19
H  -1.33  -2.44  3.98
H  -1.24  -2.15  2.51
O  -1.84  -2.05  3.24

Results
E_LUMO (spin up / spin down) (eV): -3.3 / -8.2
2S+1: 2
Net charge: +1
⟨S²⟩: 0.75
Kohn-Sham gap (spin up / spin down) (eV): 10.72 / 5.74
E_HOMO (spin up / spin down) (Ha): -0.51562 / -0.51370
Energy (hartree): -763.08408